Density functional theory data (wB97M-V/def2-TZVPD) for a single C8H8N2 molecule at a distorted geometry.

Calculated values
- LUMO energy (Eh) = 0.0042
- ΔE to the lowest compared entry with this formula, charge and spin (eV) = 6.037
- orbital gap (eV) = 7.88
- highest occupied orbital energy (eV) = -7.76

Last column: Mulliken charge in e.
Geometry (Å):
C1 1.24 -2.42 0.18  -0.5546
C2 -0.03 -2.81 0.33  -0.3859
C3 -0.37 0.78 0.08  0.5250
C4 -0.19 -0.58 0.04  -0.0964
C5 1.23 -1.01 -0.12  0.9968
C6 0.87 1.54 -0.11  0.0071
C7 1.26 2.78 -0.32  -0.7794
C8 -1.75 1.36 -0.23  -1.6151
N1 2.21 -0.26 -0.32  -0.7560
N2 -0.93 -1.72 0.30  -0.1545
H1 2.20 -2.98 0.22  0.3484
H2 -0.45 -3.86 0.58  0.3209
H3 2.36 2.96 -0.46  0.2672
H4 0.44 3.44 -0.22  0.3150
H5 -2.31 0.59 -0.55  0.4576
H6 -1.78 2.07 -0.92  0.5262
H7 -2.17 1.71 0.73  0.3165
H8 -1.83 -1.60 0.77  0.2611